Entry from the Open Molecules 2025 dataset: a 13-piece molecular cluster, C37H93BClN6O15S13 overall at a distorted geometry (ωB97M-V with the def2-TZVPD basis set).

XYZ file:
```
166
Properties=species:S:1:pos:R:3:forces:R:3:mulliken_charge:R:1
C 9.044906 1.356762 1.861658 0.1 0.1 -0.1 -0.9266
C -0.918606 6.539359 -4.665046 0.1 0.1 0.0 -0.8570
H 0.469135 -6.357175 0.113251 1.3 1.9 0.9 -0.1671
H 5.398755 1.145744 1.422652 0.1 -0.1 0.1 -0.0854
O -1.955726 0.564629 7.301854 -0.6 0.2 -0.2 -0.6852
C -3.867062 2.423788 7.510336 0.0 0.1 0.1 -0.9934
H 0.963708 -2.169453 -9.865045 -0.1 0.0 0.1 0.3564
H -8.009323 0.004814 -8.812324 0.1 0.2 0.0 0.3144
C -8.237587 0.979665 -8.374598 0.0 -0.1 0.1 -0.9839
O 7.712495 -0.124325 0.076703 -0.1 0.4 0.5 -0.6137
H -8.553417 3.823663 -8.319235 0.1 -0.1 0.0 0.3767
S 0.117412 11.583550 1.189478 0.1 -0.1 0.3 0.5610
H -2.555273 10.327372 2.229502 0.0 -0.2 0.1 0.2035
C -2.093169 7.505744 2.102593 0.1 0.0 0.0 -0.6878
N -0.058341 2.048923 -0.716386 -0.7 4.0 2.4 -0.2178
H 1.820614 -2.054357 1.799772 -1.3 2.0 -0.9 0.0335
O -1.096124 -8.420029 -0.595444 -0.1 0.2 0.3 -0.6382
N 3.138583 -2.071021 -1.435052 -0.6 2.6 2.1 0.3595
S -3.731211 2.370262 3.106284 -0.1 0.2 -0.2 0.6763
H -3.965634 -8.572698 1.566087 0.1 0.0 -0.1 0.3741
C -0.491254 2.383233 -7.851639 0.2 -0.1 0.0 -0.6285
H -3.969097 2.170392 8.568241 0.1 -0.1 -0.1 0.3777
O -4.394415 1.509670 2.071471 0.3 0.1 0.1 -0.7358
C 4.756019 0.383146 -1.551204 -5.2 -9.2 0.4 -0.3262
H -1.092349 -4.560237 -2.736969 -0.6 2.0 1.5 0.3821
H -0.877731 3.261032 -7.328245 0.0 0.0 -0.1 0.1633
N 0.898325 -3.170968 -0.759929 2.9 1.8 -1.6 1.1719
C -0.186047 -2.744744 -1.706019 -2.0 2.3 -0.9 0.5812
H -4.005286 -0.905030 -0.551990 1.0 1.2 0.1 0.2556
S -6.916512 2.132400 -8.819357 -0.1 -0.1 0.2 0.4906
H 6.559589 -7.782880 6.085766 -0.2 0.0 0.1 0.3115
O -1.129703 0.641670 -9.778420 0.0 0.3 0.3 -0.6074
H -2.021754 9.736556 3.834312 -0.1 0.0 -0.2 0.2439
C 1.095465 -5.400347 0.457157 0.0 -1.5 -1.1 -0.0466
H 1.236252 -4.173389 -8.226233 0.0 0.1 0.1 0.3993
H -3.857969 1.229991 -8.782836 0.5 0.2 0.1 0.3074
H 0.412180 -4.784354 1.180354 1.6 -1.1 -1.4 0.2540
H 5.479992 -7.639498 7.496300 0.1 -0.3 -0.2 0.1862
H -1.482655 1.767380 2.557252 -0.1 0.1 0.0 0.1212
H -3.342068 2.473291 -7.615040 0.0 -0.1 -0.2 0.3389
H -2.865633 -4.750104 -0.789134 1.7 0.3 0.5 0.3019
H -2.065454 3.093142 1.517235 -0.1 -0.1 0.2 0.1959
H 6.813186 -11.643251 5.691432 -0.1 0.2 0.1 0.3178
H -1.136292 5.811943 -5.450724 0.0 0.0 0.1 0.2471
H -3.634871 10.470754 3.640037 0.0 -0.2 -0.1 0.3981
H -1.127264 -0.771027 -2.329213 0.9 -0.9 2.4 0.1782
C 2.750680 1.330926 2.819392 -5.2 -7.9 -3.7 -0.7937
C 4.078928 -0.855123 -1.372188 3.6 7.9 -2.0 -0.1356
C 6.240811 -8.259469 7.015850 0.1 -0.1 0.2 -0.8211
S 3.971121 -4.767309 6.053606 0.0 -0.3 0.1 0.4619
H -3.932950 -7.778178 -0.028707 0.1 -0.1 0.1 0.2948
H 3.173157 -3.247074 7.739455 0.1 -0.1 -0.1 0.3771
C -1.353991 -9.733216 1.720195 0.1 -0.1 0.0 -1.0247
O 0.931344 -1.066226 -6.442845 0.0 -0.1 0.1 -0.6248
N -3.187152 -0.244506 -0.388871 1.2 -2.3 1.2 -0.7192
H -1.893615 -9.697312 2.669592 0.0 0.1 -0.1 0.3844
H -7.683959 3.290556 -6.846840 0.0 -0.1 -0.1 0.3061
H -0.390727 1.545925 -7.156949 0.0 0.0 -0.1 0.1626
C 3.690156 -4.209577 7.751181 0.0 -0.1 0.1 -0.9737
C -2.046503 2.703198 2.538164 -0.1 0.0 -0.1 -0.7599
H 2.133005 -6.827533 1.927400 0.9 1.9 -1.6 0.3159
H 6.585139 2.376939 0.918500 0.1 -0.1 0.0 0.3286
C -0.710517 -1.237863 -1.311408 -0.6 0.3 -0.4 -0.5872
H 3.096265 -4.948181 8.294818 0.1 0.0 -0.1 0.3033
C -0.637199 4.469890 -2.972613 0.0 -0.1 0.1 -0.5935
C 1.935049 -2.084792 -0.777731 -0.3 0.9 0.3 -1.1593
H -3.651232 -9.534860 0.088076 0.1 0.1 0.0 0.3312
S 0.543476 -2.555346 -3.466273 -0.1 0.4 -0.3 -0.1039
N 1.585329 -0.800208 -0.022280 -0.9 -2.4 -1.1 0.6672
C -4.342769 4.057763 2.882453 0.0 0.0 -0.1 -1.0334
H 4.659025 -4.092275 8.242618 -0.1 0.0 -0.2 0.3292
C 1.327851 -1.037219 1.439677 1.9 0.9 2.3 0.6453
H 7.826068 -10.576047 6.697744 -0.1 0.0 0.0 0.2856
H -2.780731 0.781697 -7.434679 0.1 0.0 -0.1 0.2930
H -3.343317 0.070925 0.615909 -0.2 -0.2 -1.4 0.1125
H -4.585015 -0.237841 8.127385 0.1 0.1 -0.1 0.3454
Cl 3.288616 -4.646898 2.122923 -0.3 -1.0 -1.1 -0.2068
H -5.473421 0.220426 6.640830 0.1 0.0 0.0 0.3224
S 7.628519 0.285633 1.517599 0.1 0.0 -0.3 0.5112
H 0.487092 2.619175 -8.277255 -0.1 0.0 0.0 0.3671
C -7.581924 3.543951 -7.904745 0.0 0.0 0.1 -0.9545
B -1.964932 -1.185067 -0.250658 -1.9 -0.6 2.5 0.8191
H -6.889988 4.383036 -8.010290 0.0 -0.2 -0.1 0.3084
H -1.371296 7.498888 -4.926619 0.0 -0.2 0.1 0.3366
H 0.883197 0.335712 -1.733790 -0.8 -1.2 2.2 0.2847
H -0.279558 -9.760911 1.917185 -0.1 0.1 -0.1 0.3202
H 2.602934 -4.650077 -1.055341 -2.5 0.7 0.1 0.4116
O 4.529603 -6.158206 6.122894 -0.5 0.7 -0.1 -0.5302
H -2.301676 6.467000 1.835169 -0.1 0.2 0.0 0.1125
O -0.339330 3.015561 -0.017374 0.9 -3.3 -2.5 -0.2181
H 2.839021 2.356406 3.422423 0.0 -3.0 -1.6 0.3363
C 0.428909 -0.204493 -0.770895 -0.5 0.9 -3.1 -0.5550
H -4.294460 -1.115350 6.602757 0.1 0.2 0.0 0.2985
C 6.375520 1.584324 1.640723 -0.1 0.0 -0.1 -0.5923
H 2.426068 10.884227 1.236100 -0.1 0.0 0.0 0.3153
H 1.718424 -5.601118 6.282724 0.1 0.1 0.0 0.3706
O -1.990351 -2.040277 0.988619 2.6 1.2 -3.3 -0.7468
H -0.043893 -1.435907 -4.107260 0.5 -1.2 1.1 0.3146
H -5.403146 4.080165 3.145279 0.2 -0.1 0.0 0.4089
H 3.426053 -2.891037 -2.008564 -0.2 1.0 0.5 0.3612
H 1.915790 11.406637 -0.399384 -0.1 0.0 0.1 0.3586
S -1.723047 -8.247490 0.756775 -0.1 -0.3 0.0 0.6652
H -0.863748 3.808006 -3.811912 0.0 0.1 0.0 0.3945
S -3.201650 1.012236 6.595724 0.3 -0.2 0.3 0.6488
S -1.612176 1.939376 -9.200079 -0.2 -0.2 0.3 0.4154
C 7.021693 -10.604508 5.958856 0.1 -0.1 0.0 -0.8919
H -1.799072 8.056614 1.205996 -0.1 0.0 0.1 0.3280
H 0.079992 13.820776 2.034657 0.0 -0.2 -0.1 0.3160
O -1.168656 6.915169 -2.028524 -0.1 -0.5 -0.5 -0.5738
H -3.175126 3.262872 7.404791 0.0 -0.2 -0.1 0.3105
S 5.517412 -9.876724 6.651122 0.1 0.0 0.5 0.5169
H -1.426171 -5.573144 -0.864354 -0.6 1.5 0.4 0.1055
H 1.413186 9.817023 0.229788 -0.1 0.2 0.1 0.2961
H 9.092092 2.163621 1.125816 -0.1 -0.1 0.0 0.2944
C -1.436642 -3.781336 -1.899643 0.1 -1.6 -1.4 -1.1043
C -3.493806 -8.571869 0.580597 -0.1 0.0 -0.1 -1.0039
H 7.093109 -8.373695 7.690576 -0.1 -0.2 -0.1 0.4126
H 1.159589 13.677394 0.624122 -0.1 -0.1 0.0 0.3696
C 2.182071 0.149979 2.252704 2.9 8.4 3.6 -0.3329
H -1.288794 7.534205 2.841481 -0.1 0.1 0.0 0.3284
H -4.838554 2.703499 7.095846 0.1 -0.1 0.0 0.3354
H 0.161911 6.666129 -4.559570 -0.1 0.0 0.1 0.3041
H 7.315790 -10.053637 5.062260 -0.1 0.0 0.1 0.3239
C 1.462801 -3.511505 -7.386934 0.1 0.0 0.1 -0.9656
S 0.467642 -2.006604 -7.516143 0.1 0.0 -0.5 0.6194
H -4.222041 4.365016 1.840914 0.0 -0.1 0.0 0.3211
C 2.223330 -4.904651 5.608398 -0.1 -0.1 0.0 -0.7583
C 2.469538 -5.993926 1.146816 -2.0 -1.1 0.1 -0.5712
H 0.220222 -0.913354 1.793025 2.1 -0.3 -0.8 0.2970
H 2.261911 -1.315266 -8.973891 -0.1 -0.1 0.1 0.3381
O -5.670588 1.684793 -8.113227 -1.2 0.2 0.0 -0.6123
H -0.890982 3.965445 -2.037141 0.0 0.3 -0.3 -0.0318
H 2.154629 -5.279224 4.584182 0.1 0.1 0.2 0.0450
O -3.865349 7.553342 4.105155 0.2 0.1 -0.4 -0.6243
H 1.209018 -4.015950 -6.451462 -0.1 0.1 -0.1 0.2564
O -0.150487 10.903365 2.499774 0.4 0.3 -0.6 -0.5832
H 0.728704 -0.482508 -9.340940 -0.2 -0.2 0.1 0.1991
C 1.417378 -4.556626 -0.953254 1.2 -2.5 0.8 -0.5044
H -1.125330 -2.569307 0.957471 -2.0 0.6 0.2 0.2670
H -1.641502 -10.625129 1.158401 0.0 0.1 0.0 0.3246
H -8.299877 0.882322 -7.287695 0.1 0.1 -0.1 0.3154
C -2.874051 9.850783 3.159586 -0.1 0.0 0.1 -0.7675
H 8.954098 1.771649 2.868353 0.0 -0.1 -0.1 0.3448
H 6.369260 1.992057 2.654405 0.0 -0.1 -0.1 0.3956
S -1.632358 5.974792 -3.101822 0.2 0.3 0.3 0.4653
H 9.956379 0.757248 1.799653 -0.2 0.0 0.0 0.3279
C -4.522725 -0.140499 7.040483 -0.1 -0.1 0.1 -0.9637
H 5.340231 1.348018 -1.926890 -1.4 -2.7 1.3 0.3596
S -3.597451 8.233528 2.794858 0.1 0.1 0.3 0.4633
O -0.261590 0.898049 -0.022554 1.5 -2.5 -0.3 -0.0552
H 2.525766 -3.258756 -7.384387 -0.1 0.1 0.0 0.2908
H -2.419123 -3.280030 -2.356936 2.6 -0.5 1.0 0.3655
N -1.817042 -4.601000 -0.694602 -0.8 -0.9 -1.4 -0.3204
H 1.693109 13.086579 2.228932 -0.1 -0.1 -0.1 0.3187
C 1.621693 10.855766 0.497213 0.1 -0.1 0.0 -0.9394
H 3.165650 -6.529924 0.361576 -1.2 1.5 1.6 0.3856
H 1.752829 -3.920123 5.664505 0.1 0.0 0.0 0.3674
H -9.188284 1.340590 -8.774251 0.1 0.0 0.0 0.3833
C -3.036192 1.569710 -8.147763 0.5 -0.2 -0.3 -0.7619
C 0.840811 13.200805 1.554206 0.0 0.1 0.1 -0.9980
H -1.570569 3.424530 3.206730 -0.1 -0.1 0.0 0.5044
H 0.425766 4.722639 -2.970067 -0.1 0.1 0.0 0.3631
O 5.249513 -10.556909 7.961418 0.2 0.3 -0.6 -0.6326
C 1.181394 -1.442036 -9.079366 0.2 0.2 0.1 -0.8163
H -3.794093 4.736232 3.540080 -0.1 0.0 0.0 0.2902
H 0.996276 -5.131874 -1.907168 0.6 1.6 2.1 0.1927
```
Forces are in eV/Å.

## Properties
Kohn-Sham gap = 5.104 eV
E_HOMO = -9.54 eV
total charge = +1